# 1
{
  "formula": "C26H55NO18P4",
  "method": "ωB97M-V with the def2-TZVPD basis set",
  "species": ["H", "H", "C", "H", "N", "H", "H", "H", "P", "C", "C", "O", "H", "H", "H", "H", "C", "C", "H", "H", "C", "O", "O", "H", "C", "H", "C", "H", "P", "C", "C", "H", "C", "H", "O", "H", "C", "C", "H", "H", "H", "H", "H", "O", "H", "H", "H", "C", "H", "P", "H", "C", "C", "H", "H", "O", "O", "H", "C", "H", "H", "H", "H", "H", "C", "O", "H", "H", "H", "H", "H", "C", "H", "C", "H", "O", "O", "H", "H", "O", "P", "C", "O", "C", "H", "O", "C", "H", "O", "H", "H", "H", "C", "H", "H", "H", "C", "O", "O", "O", "H", "C", "O", "H"],
  "coordinates": [[3.4294, 12.9407, -0.6659], [-2.9461, 6.8060, 1.0599], [1.7857, -0.4899, -1.4069], [-0.3898, -12.0676, -0.1395], [-0.9137, -1.7623, -5.4818], [-2.4938, 5.6415, 2.3244], [-3.1357, -3.0383, 3.6377], [1.9613, -5.1938, 0.4112], [1.3600, -10.4670, -1.5041], [0.9537, -0.9538, 0.9741], [-0.5954, 10.1099, 0.4928], [2.9772, 10.0277, 1.4285], [0.5369, -1.0447, -3.0680], [2.6745, 8.2347, 0.4014], [-2.1506, -3.4433, -3.2616], [-0.1721, -6.2423, -0.2317], [-2.4481, 1.5775, 3.7695], [-0.2429, -3.4472, -2.3495], [-1.4805, 10.4282, 1.0378], [4.6986, -11.3651, -1.8565], [1.3255, -1.4957, -2.4722], [1.1963, -10.0123, -0.1205], [0.8096, 5.9389, -0.4741], [0.0212, -8.1399, -1.6018], [-0.5521, -4.8256, -1.8759], [2.1646, -1.6603, -3.1560], [0.2012, -5.3560, -0.7250], [-3.8033, -3.0716, 5.2954], [-3.9976, -0.4695, 3.8054], [3.9286, -10.6933, -1.4895], [0.7620, -0.1272, -0.3033], [2.0122, -1.1459, 1.1436], [3.4493, 12.8788, 0.4213], [-1.3294, 0.2875, -0.0299], [1.3336, 5.7291, 1.9158], [-6.5337, -2.1885, 3.5314], [-0.1023, -4.0064, -5.2832], [-0.6850, -0.1726, -0.7779], [0.5294, 4.5078, 3.4046], [-7.4210, -0.8046, 4.2083], [0.5901, -0.3971, 1.8387], [-1.1628, -12.8396, -1.5437], [0.9188, -4.0734, -4.9081], [-0.9486, 6.4113, 1.1699], [4.3061, 12.2879, 0.7444], [-0.5951, 10.5524, -0.5005], [2.7105, -0.8337, -0.9560], [-6.5269, -1.1086, 3.6706], [2.0338, 0.4315, -1.9401], [0.2018, 5.3702, 0.8609], [-0.6526, -4.8957, -4.9769], [1.9349, 5.2552, -1.0517], [0.3514, -8.3729, -2.6126], [-2.3604, 2.5668, 4.2092], [-1.0296, -1.1985, -0.9183], [-1.3843, -5.5121, -2.4398], [-3.6972, 1.0226, 4.2132], [3.8552, 8.2013, 1.7267], [-1.2428, -2.8410, -3.2973], [-2.4346, 1.6581, 2.6834], [0.7109, -7.4660, -3.0894], [-0.4806, -8.7780, -3.1880], [-2.0446, -3.0496, 5.0376], [4.0177, -10.5830, -0.4096], [-2.9998, -2.6930, 4.6633], [0.2249, -11.4313, -2.0346], [-0.5859, 9.0237, 0.4105], [-1.3600, -0.9969, -4.9766], [-0.8151, 0.3542, -1.7243], [-1.6039, -11.1793, -1.0865], [1.6399, 4.2588, -1.3773], [-0.7680, -2.7778, -4.7338], [-2.5147, 5.1373, 0.6191], [-2.3081, 5.9597, 1.2997], [0.4108, -1.8997, 0.9354], [-0.2058, 3.9639, 0.8469], [-3.9231, -0.7784, 2.3757], [3.5174, 13.8757, 0.8465], [2.7515, 5.1857, -0.3332], [2.9963, -3.2481, -0.9648], [1.9237, 10.8034, 0.5309], [0.8974, -2.8445, -1.9695], [2.2266, 12.3043, 0.9066], [1.8389, -3.5808, -1.0788], [-1.6140, 0.9613, 4.1052], [-2.9724, -1.2624, 4.7202], [2.8954, 8.5976, 1.4062], [2.1183, 8.2646, 2.0929], [1.4354, -9.3109, -2.5851], [-6.4946, -0.6180, 2.7007], [4.0347, -9.7223, -1.9729], [-1.5027, -1.8383, -2.9535], [-0.7918, -11.9029, -1.1364], [2.2527, 5.8455, -1.9056], [0.4686, 6.2658, 3.7223], [-0.0961, -3.9335, -6.3670], [1.3448, -4.7769, -0.3733], [1.9539, 10.4689, -0.8943], [0.5418, 10.5496, 1.2558], [2.6658, -11.2893, -1.8236], [0.9577, 0.9159, -0.0442], [1.0595, 5.4547, 3.2955], [-5.4032, -0.7296, 4.4817], [2.0145, 5.3912, 3.8090]],
  "homo_ev": -9.624,
  "lumo_ha": -0.04878,
  "smiles": "[H]/N=C(/C)CC1=C(CCC(C)C)C(=O)C=CC1=O.COP(=O)(OC)OC.COP(=O)(OC)OC.COP(=O)(OC)OC.COP(=O)(OC)OC"
}



# 2
{
  "formula": "C26H56F8N2O21P5S2",
  "method": "ωB97M-V with the def2-TZVPD basis set",
  "species": ["F", "H", "C", "C", "H", "O", "P", "H", "O", "H", "F", "O", "O", "C", "H", "H", "H", "H", "H", "O", "H", "S", "C", "H", "C", "H", "C", "O", "H", "H", "O", "C", "F", "C", "C", "C", "P", "H", "H", "C", "H", "O", "C", "F", "H", "H", "O", "H", "H", "H", "H", "H", "C", "C", "H", "O", "C", "H", "H", "C", "C", "O", "C", "P", "H", "H", "C", "H", "H", "C", "O", "O", "H", "H", "O", "N", "H", "H", "H", "H", "O", "H", "H", "F", "H", "H", "H", "C", "O", "H", "H", "H", "H", "C", "C", "C", "O", "F", "H", "F", "H", "O", "H", "P", "C", "H", "C", "S", "H", "P", "O", "F", "H", "O", "H", "H", "N", "H", "H", "O"],
  "coordinates": [[-5.1590, 2.7945, -2.3285], [4.6771, -1.0722, 6.2815], [0.3297, 1.1301, -0.6998], [-4.4295, -1.9733, -1.5392], [5.3484, -9.4111, 1.9161], [3.5506, -6.2446, -0.1320], [-8.6934, 0.5392, -7.1295], [-10.0120, -1.3940, -9.0443], [2.4547, 2.3513, 8.1512], [-5.0104, -1.0546, -1.5121], [-2.4346, 0.9603, -4.6155], [-9.6702, -0.7516, -7.0937], [-7.7439, 0.2917, -8.2357], [1.5007, -9.0243, -1.7645], [5.5396, 0.3473, 6.9176], [8.3324, 7.6180, 2.9021], [1.9030, 1.3050, 4.0010], [-6.8802, 2.6939, -7.5880], [2.4106, 4.9450, 4.6016], [3.9341, -8.2848, 0.9711], [0.9353, 3.1216, 9.2418], [2.9615, -3.1355, -1.9208], [-3.4956, 2.9669, -4.0183], [6.7367, 2.6996, 5.6168], [-2.5397, 1.8125, -3.5914], [5.4924, -5.7779, -0.7016], [4.6483, -9.5178, 1.0903], [-8.7467, 2.1206, -6.8807], [7.1458, 4.2998, 6.2728], [-0.0494, -0.2455, -3.7330], [-0.7366, 3.6727, -2.6590], [-7.4925, 2.7672, -6.6909], [-3.4504, 4.1127, -1.9189], [1.0677, 2.3528, 8.4834], [-4.2691, 3.6304, -2.8412], [-7.2572, -0.9293, -5.5092], [1.0810, -2.7405, -2.1323], [1.6053, 2.7843, -1.0711], [-6.5330, -0.7013, -4.7260], [0.8267, -0.9253, -1.7724], [-5.1236, -2.7763, -1.7740], [-0.0873, 2.2789, -4.4734], [3.4023, 5.0013, 5.0452], [-4.4110, 2.4201, -4.8262], [-11.0139, -0.0133, -8.5377], [-11.3483, -1.6269, -7.8975], [2.0072, 2.1120, 5.9012], [-2.1937, -3.1638, -1.4890], [0.7734, 1.3895, 8.8945], [3.1385, 2.1396, 0.7507], [1.9299, 1.1754, 1.3313], [0.6333, -9.6362, -1.5321], [-1.2272, -0.8586, -0.2419], [4.9980, -0.0548, 6.0643], [-6.7252, -1.1574, -6.4338], [6.0649, 4.2588, 4.4892], [7.0520, 3.7108, 5.3602], [3.7656, 3.9918, 5.2190], [5.2922, -6.2204, 1.0156], [-0.7183, 2.0901, -0.0655], [0.2190, -0.4193, -0.4228], [4.4267, -8.0802, -1.5597], [4.8376, -5.7141, 0.1660], [5.7780, 5.8482, 4.5422], [-1.8164, -0.6315, -1.1340], [5.6593, -0.0591, 5.2009], [-0.0580, 1.0774, -2.1839], [6.6584, 8.1052, 3.1977], [7.8247, 8.0755, 4.5414], [7.5167, 7.5865, 3.6191], [1.0976, -0.8724, 0.5460], [7.2198, 6.1962, 3.8845], [0.4553, 2.5999, 7.6178], [5.2007, -9.7435, 0.1785], [5.8111, 6.4291, 5.9006], [0.1724, -0.0353, -2.7614], [-3.7391, -1.9227, -2.3811], [-7.7032, 3.8160, -6.4932], [-1.7067, 1.8886, -0.4790], [3.3300, 5.5449, 5.9853], [-0.3615, 1.1135, 2.0838], [0.7201, -2.9542, -3.4768], [1.0611, 0.3655, 5.2620], [-4.9451, 4.6474, -3.3670], [2.0485, -9.4708, -2.5925], [-3.7067, -1.4572, 0.4782], [0.8532, -1.7671, 0.8216], [1.7121, 1.7931, -0.6243], [-1.2499, -2.2119, 0.1248], [-1.6207, -0.2758, 0.5908], [1.8568, -0.5728, -1.8215], [0.3821, 1.9013, 4.6876], [-2.3359, -3.9023, 0.0697], [-10.5619, -0.9491, -8.2172], [-0.7471, 2.0056, 1.4346], [1.3050, 1.3696, 4.9119], [4.2391, 5.6976, 4.1173], [-2.9891, 1.1165, -2.5288], [-6.9630, 2.3477, -5.8364], [-1.2435, 3.0981, 1.9878], [1.1628, -8.0278, -2.0433], [3.8496, 0.7544, 5.7343], [8.0163, 3.6616, 4.8544], [2.9263, 1.3204, 6.9835], [-3.7303, -2.3035, -0.2017], [0.3527, -3.5183, -1.2282], [-2.3456, -2.9361, -0.4283], [-0.7937, 2.3776, -3.2371], [3.9585, -10.3309, 1.3139], [3.4472, -7.8058, -0.4854], [2.3700, 0.0298, 7.4841], [-2.8501, 3.9193, -4.6906], [-7.8474, -1.7935, -5.2030], [2.3407, -8.9907, -0.5907], [-4.3487, -3.0598, 0.2722], [4.6967, -4.6648, 0.4188], [2.1415, 1.9792, 0.7549], [-0.4628, 3.1180, -0.3063], [2.4865, 1.2825, -1.2075], [-8.0951, 0.2099, -5.6624]],
  "total_charge": 1,
  "homo_ev": -11.440,
  "lumo_ha": -0.21861
}